This record from the Open Molecules 2025 dataset describes a molecular structure, C20H47NO4P3Yb at a distorted geometry. The level of theory is wB97M-V/def2-TZVPD.

Structure (ORCA input):
```
! RIJCOSX wB97M-V def2-TZVPD def2/J DEFGRID3
* xyz 2 2
Yb 1.078 -1.143 0.510
P 1.687 1.162 -1.346
P -1.843 -2.647 -0.513
N -0.528 -1.401 -2.538
C 1.495 0.199 -2.901
H 2.001 0.787 -3.685
H 2.017 -0.760 -2.701
C 0.084 -0.194 -3.403
H -0.639 0.602 -3.377
H 0.137 -0.577 -4.425
C -0.882 -2.864 -3.114
H 0.064 -3.415 -3.264
H -1.419 -2.783 -4.058
C -1.645 -3.615 -2.008
H -1.096 -4.535 -1.774
H -2.625 -3.917 -2.389
C -3.588 -2.328 -0.064
C -3.753 -1.046 0.770
H -4.759 -0.646 0.590
H -3.027 -0.276 0.492
H -3.668 -1.224 1.848
C -0.868 -3.301 0.891
C -1.073 -2.468 2.176
H -0.325 -2.791 2.915
H -2.056 -2.664 2.630
H -0.999 -1.370 2.054
C 3.508 1.624 -1.288
C 3.754 2.777 -0.303
H 4.831 2.829 -0.077
H 3.223 2.642 0.652
H 3.472 3.753 -0.727
C 0.785 2.688 -1.939
C 0.292 3.531 -0.764
H -0.373 4.311 -1.160
H 1.120 4.030 -0.239
H -0.274 2.934 -0.036
C -1.053 -1.182 -1.194
O -0.902 -0.062 -0.647
C -1.126 -4.794 1.137
H -2.183 -5.026 1.318
H -0.763 -5.382 0.289
H -0.541 -5.111 2.010
C 4.218 1.858 -2.625
H 5.303 1.848 -2.451
H 4.006 1.076 -3.362
H 3.968 2.831 -3.063
C 1.494 3.561 -2.972
H 0.758 4.284 -3.351
H 2.318 4.146 -2.544
H 1.873 3.004 -3.836
C -4.304 -3.524 0.570
H -3.931 -3.743 1.579
H -5.378 -3.301 0.674
H -4.222 -4.438 -0.033
H -4.064 -2.143 -1.041
H -0.103 2.249 -2.422
H 0.208 -3.251 0.573
H 3.956 0.716 -0.841
H 0.401 -1.771 -2.479
H 2.812 -2.156 1.488
C 1.147 0.633 5.003
O 0.163 0.779 3.961
P 0.588 1.005 2.360
O -0.805 1.777 1.871
C -1.898 2.073 2.742
O 1.613 2.333 2.506
C 1.237 3.618 3.058
H 2.148 0.343 4.636
H 0.759 -0.126 5.686
H 1.243 1.587 5.542
H -2.595 2.659 2.146
H -2.396 1.151 3.082
H -1.591 2.692 3.597
H 0.823 3.549 4.081
H 2.165 4.196 3.143
H 0.544 4.142 2.375
*
```

Calculated values
- Lowest unoccupied orbital energy (spin up / spin down): -5.91 / -6.56 eV
- Expectation value of S²: 0.76
- Gap between HOMO and LUMO (spin up / spin down): 6.99 / 6.33 eV
- Energy above the lowest of the compared OMol25 structures with the same formula, charge and spin: 3.532 eV
- HOMO (spin up / spin down): -12.89 / -12.89 eV

This record from the Open Molecules 2025 dataset describes 2 unconnected molecules or ions with the total composition CH2FPS at a distorted geometry. The level of theory is wB97M-V/def2-TZVPD.

Structure (ORCA input):
```
! RIJCOSX wB97M-V def2-TZVPD def2/J DEFGRID3
* xyz 0 1
C -1.508 -0.538 0.425
F 3.055 0.614 -0.919
P 0.131 -0.341 0.099
S -1.482 1.128 0.905
H -2.305 -1.296 0.639
H 2.109 0.432 -1.149
*
```

Calculated values
- Lowest unoccupied orbital energy: -0.90 eV
- Gap between HOMO and LUMO: 7.35 eV
- Energy above the lowest of the compared OMol25 structures with the same formula, charge and spin: 2.145 eV
- HOMO: -8.25 eV

This record from the Open Molecules 2025 dataset describes 2 unconnected molecules or ions with the total composition C2H3ClN at a distorted geometry. The level of theory is wB97M-V/def2-TZVPD.

Structure (ORCA input):
```
! RIJCOSX wB97M-V def2-TZVPD def2/J DEFGRID3
* xyz 1 1
C 0.890 0.905 -1.070
C -0.757 -0.314 0.304
N 0.129 0.309 -0.409
Cl 0.693 -1.789 1.667
H 1.430 1.686 -1.429
H -1.102 0.313 1.069
H -1.283 -1.109 -0.132
*
```

Calculated values
- Lowest unoccupied orbital energy (spin up / spin down): -8.14 / -8.17 eV
- Gap between HOMO and LUMO (spin up / spin down): 7.61 / 7.49 eV
- Energy above the lowest of the compared OMol25 structures with the same formula, charge and spin: 2.228 eV
- HOMO (spin up / spin down): -15.76 / -15.66 eV

This record from the Open Molecules 2025 dataset describes a molecular structure, C41H32Cl3N4O4Ti at a distorted geometry. The level of theory is wB97M-V/def2-TZVPD.

Structure (ORCA input):
```
! RIJCOSX wB97M-V def2-TZVPD def2/J DEFGRID3
* xyz -1 3
Ti 0.252 -0.374 -1.024
O -1.339 0.381 -1.531
C -1.928 1.628 -1.746
C -0.803 2.668 -1.961
C 0.053 2.809 -0.733
C 0.184 4.060 -0.139
C 0.912 4.192 1.026
C 1.465 3.063 1.599
C 1.294 1.835 0.977
C 1.851 0.577 1.579
C 0.780 -0.503 1.910
O -0.028 -0.740 0.808
C 1.516 -1.793 2.315
C 2.527 -1.777 3.275
C 3.183 -2.944 3.635
C 2.825 -4.153 3.051
C 1.801 -4.179 2.118
C 1.150 -3.007 1.754
C -0.128 -0.127 3.089
C 0.130 0.904 3.980
C -0.728 1.157 5.048
C -1.852 0.373 5.240
C -2.119 -0.664 4.351
C -1.269 -0.906 3.288
N 0.635 1.725 -0.188
C -2.728 2.065 -0.515
C -3.538 3.198 -0.595
C -4.199 3.676 0.524
C -4.058 3.026 1.745
C -3.260 1.896 1.828
C -2.599 1.413 0.702
C -2.856 1.519 -2.954
C -2.674 2.240 -4.124
C -3.545 2.067 -5.197
C -4.598 1.175 -5.106
C -4.779 0.441 -3.936
C -3.914 0.614 -2.871
H -0.205 2.383 -2.825
H -1.238 3.645 -2.176
H -0.296 4.913 -0.598
H 1.030 5.162 1.493
H 2.023 3.121 2.524
H 2.536 0.113 0.868
H 2.433 0.832 2.464
H 2.803 -0.847 3.758
H 3.974 -2.910 4.374
H 3.343 -5.065 3.321
H 1.512 -5.115 1.655
H 0.357 -3.027 1.018
H 1.000 1.532 3.856
H -0.512 1.974 5.726
H -2.519 0.567 6.071
H -2.998 -1.282 4.487
H -1.481 -1.701 2.585
H -3.660 3.699 -1.549
H -4.827 4.555 0.444
H -4.568 3.399 2.625
H -3.136 1.384 2.775
H -1.962 0.540 0.777
H -1.827 2.898 -4.256
H -3.362 2.616 -6.112
H -5.270 1.036 -5.944
H -5.593 -0.270 -3.861
H -4.045 0.037 -1.963
O 0.062 -2.108 -1.748
N 1.019 -2.974 -1.752
N 2.107 -2.422 -1.272
O 2.103 -1.132 -0.953
C 3.241 -3.192 -0.993
C 3.278 -4.548 -1.327
C 4.397 -5.293 -1.002
C 5.479 -4.714 -0.350
C 5.431 -3.364 -0.033
C 4.323 -2.597 -0.353
H 2.433 -4.997 -1.825
H 4.420 -6.345 -1.262
H 6.347 -5.307 -0.095
H 6.264 -2.896 0.476
H 4.275 -1.548 -0.103
Cl 0.473 2.516 -5.834
C 0.533 -0.170 -5.332
Cl 1.774 -0.763 -6.343
Cl -1.074 -0.600 -5.674
C 0.862 0.202 -4.032
N 1.123 0.531 -2.952
*
```

Calculated values
- Lowest unoccupied orbital energy (spin up / spin down): 2.32 / 1.77 eV
- Expectation value of S²: 2.03
- Gap between HOMO and LUMO (spin up / spin down): 6.09 / 7.14 eV
- Energy above the lowest of the compared OMol25 structures with the same formula, charge and spin: 0.550 eV
- HOMO (spin up / spin down): -3.77 / -5.37 eV

This record from the Open Molecules 2025 dataset describes a molecular structure, C4H8O2. The level of theory is wB97M-V/def2-TZVPD.

Structure (ORCA input):
```
! RIJCOSX wB97M-V def2-TZVPD def2/J DEFGRID3
* xyz 0 1
O 2.064 0.753 -0.750
C 1.695 -0.358 -0.076
C -0.276 0.130 0.729
C -0.861 0.812 -0.494
O -1.422 -0.435 -0.950
C -1.157 -1.042 0.324
H 2.696 1.240 -0.206
H 1.038 -0.202 0.931
H 1.146 -0.996 -0.775
H -0.401 0.598 1.710
H -1.650 1.544 -0.264
H -0.151 1.248 -1.208
H -2.075 -1.149 0.921
H -0.674 -2.023 0.231
*
```

Calculated values
- Lowest unoccupied orbital energy: 0.84 eV
- Gap between HOMO and LUMO: 8.90 eV
- Energy above the lowest of the compared OMol25 structures with the same formula, charge and spin: 5.914 eV
- HOMO: -8.05 eV

This record from the Open Molecules 2025 dataset describes a molecular structure, C29H43BCaF5N7O2PSi. The level of theory is wB97M-V/def2-TZVPD.

Structure (ORCA input):
```
! RIJCOSX wB97M-V def2-TZVPD def2/J DEFGRID3
* xyz -1 1
Ca -0.453 -0.375 -0.075
C -1.691 0.020 3.665
C -1.068 -1.306 3.328
C -0.853 -2.277 4.286
C -0.269 -3.476 3.864
C 0.092 -3.655 2.557
C -0.133 -2.613 1.603
N -0.758 -1.481 2.042
N 0.215 -2.627 0.311
Si 0.645 -4.052 -0.555
C -0.743 -5.324 -0.537
C 1.034 -3.575 -2.322
C 2.226 -4.886 0.090
H -1.669 0.208 4.738
H -2.731 0.053 3.330
H -1.149 0.821 3.159
H -1.115 -2.100 5.320
H -0.084 -4.267 4.583
H 0.565 -4.572 2.243
H -1.615 -4.943 -1.073
H -1.041 -5.558 0.488
H -0.430 -6.257 -1.014
H 0.252 -2.953 -2.758
H 1.124 -4.465 -2.949
H 1.987 -3.039 -2.369
H 2.091 -5.436 1.022
H 3.009 -4.142 0.254
H 2.594 -5.599 -0.654
N -6.247 2.420 -2.385
C -5.692 1.595 -1.808
C -5.002 0.567 -1.088
C -5.542 -0.706 -0.936
C -4.807 -1.645 -0.242
C -3.561 -1.287 0.251
N -3.032 -0.073 0.089
C -3.741 0.834 -0.562
H -6.501 -0.945 -1.373
H -5.160 -2.658 -0.116
H -2.941 -2.005 0.776
H -3.292 1.811 -0.684
O 1.979 1.371 1.821
C 1.607 0.685 0.884
C 0.598 4.101 -4.229
N 0.584 3.370 -2.978
C 0.322 4.191 -1.809
P 0.152 1.763 -3.022
O -0.124 1.338 -1.615
N 1.393 1.018 -3.812
C 2.773 1.468 -3.746
C 1.262 -0.429 -4.008
N -1.136 1.545 -4.025
C -1.136 1.007 -5.372
C -2.459 1.864 -3.514
H 1.378 4.868 -4.208
H -0.363 4.593 -4.425
H 0.810 3.429 -5.061
H 1.132 4.914 -1.679
H 0.270 3.562 -0.924
H -0.619 4.747 -1.914
H 2.815 2.510 -3.439
H 3.234 1.373 -4.734
H 3.349 0.869 -3.035
H 0.258 -0.778 -3.760
H 1.970 -0.956 -3.363
H 1.461 -0.702 -5.048
H -0.118 0.903 -5.737
H -1.665 1.696 -6.040
H -1.631 0.033 -5.402
H -2.374 2.473 -2.614
H -3.025 0.960 -3.291
H -3.008 2.449 -4.259
F -3.526 -1.198 -3.284
B -2.422 -2.020 -2.999
F -1.693 -1.412 -1.916
F -2.846 -3.279 -2.590
F -1.572 -2.088 -4.105
F 7.951 1.328 1.763
C 6.703 1.086 1.270
C 6.292 -0.221 1.109
C 5.022 -0.453 0.603
C 4.169 0.594 0.248
C 2.785 0.340 -0.210
C 4.625 1.898 0.452
C 5.891 2.155 0.955
H 6.956 -1.032 1.378
H 4.680 -1.474 0.480
H 2.511 0.987 -1.049
H 2.652 -0.698 -0.535
H 3.966 2.725 0.218
H 6.247 3.164 1.115
*
```

Calculated values
- Lowest unoccupied orbital energy: 2.12 eV
- Gap between HOMO and LUMO: 5.53 eV
- Energy above the lowest of the compared OMol25 structures with the same formula, charge and spin: 1.087 eV
- HOMO: -3.40 eV

This record from the Open Molecules 2025 dataset describes a molecular structure, C27H42GaO4 at a distorted geometry. The level of theory is wB97M-V/def2-TZVPD.

Structure (ORCA input):
```
! RIJCOSX wB97M-V def2-TZVPD def2/J DEFGRID3
* xyz -1 1
C 2.370 -4.632 -0.286
C 3.898 -4.929 -0.115
C 4.781 -3.648 0.000
C 4.463 -2.773 1.244
C 5.140 -1.364 1.128
C 4.308 -0.368 0.265
C 3.055 0.118 1.064
C 2.287 1.264 0.345
C 1.906 0.918 -1.141
C 0.609 0.064 -1.243
C 0.845 -1.467 -1.035
C -0.458 -2.204 -1.525
C -0.869 -3.420 -0.642
C -1.020 -3.123 0.878
C -2.337 -2.370 1.279
Ga -2.246 -0.315 1.221
H 2.056 -3.707 0.219
H 1.813 -5.497 0.124
H 2.112 -4.598 -1.363
H 4.037 -5.490 0.836
H 4.226 -5.590 -0.942
H 5.842 -3.975 0.080
H 4.713 -3.061 -0.938
H 3.381 -2.643 1.414
H 4.909 -3.266 2.129
H 6.147 -1.444 0.666
H 5.246 -0.960 2.156
H 4.915 0.528 0.022
H 4.036 -0.849 -0.693
H 3.447 0.512 2.025
H 2.368 -0.708 1.319
H 1.395 1.604 0.904
H 2.976 2.137 0.286
H 2.751 0.495 -1.711
H 1.674 1.907 -1.605
H -0.153 0.476 -0.558
H 0.209 0.160 -2.279
H 1.667 -1.745 -1.734
H 1.130 -1.724 -0.003
H -1.277 -1.457 -1.465
H -0.303 -2.517 -2.575
H -1.873 -3.743 -1.000
H -0.207 -4.298 -0.813
H -0.154 -2.604 1.333
H -1.069 -4.121 1.379
H -3.227 -2.692 0.700
H -2.537 -2.643 2.343
H -2.437 0.245 -0.287
H -3.329 0.427 2.151
H -0.784 0.166 1.756
C -4.939 4.498 4.602
C -3.672 4.505 4.194
C -3.269 3.851 2.927
O -2.115 3.860 2.559
C -4.331 3.192 2.132
C -5.599 3.187 2.543
C -6.000 3.839 3.806
O -7.157 3.838 4.182
H -5.252 4.969 5.525
H -2.883 4.982 4.762
H -4.020 2.718 1.210
H -6.387 2.709 1.975
C -1.231 2.943 -2.830
C -0.711 3.935 -3.553
C -1.506 4.630 -4.588
O -1.032 5.535 -5.250
C -2.903 4.185 -4.791
C -3.425 3.194 -4.069
C -2.628 2.496 -3.033
O -3.100 1.597 -2.375
H -0.666 2.423 -2.069
H 0.308 4.276 -3.418
H -3.470 4.707 -5.552
H -4.444 2.854 -4.204
*
```

Calculated values
- Lowest unoccupied orbital energy: 0.67 eV
- Gap between HOMO and LUMO: 5.32 eV
- HOMO: -4.64 eV

This record from the Open Molecules 2025 dataset describes a molecular structure, C26H23O6PtS4SbSi at a distorted geometry. The level of theory is wB97M-V/def2-TZVPD.

Structure (ORCA input):
```
! RIJCOSX wB97M-V def2-TZVPD def2/J DEFGRID3
* xyz -2 5
Pt 0.711 -1.211 2.250
O 1.484 -0.024 6.168
C 1.378 -0.038 4.964
O 1.507 -1.080 4.183
C 1.060 1.305 4.240
C 1.897 1.514 2.936
C 1.865 2.977 2.480
C 0.398 3.190 1.973
C -0.183 1.791 2.189
O 1.000 0.974 1.873
C -0.391 1.507 3.698
C -1.481 0.451 3.829
O -2.476 0.790 4.430
O -1.338 -0.583 3.069
H 1.353 2.090 4.945
H 2.901 1.027 2.738
H 2.022 3.579 3.308
H 2.627 3.090 1.726
H -0.239 3.858 2.565
H 0.344 3.433 0.863
H -1.028 1.478 1.580
H -0.868 2.413 4.208
S 4.295 2.477 0.234
Sb 4.329 0.371 -0.854
S 3.601 -2.735 0.448
S 4.356 -1.095 1.245
S 6.621 0.968 -0.958
O 0.382 -1.658 0.264
Si -0.412 -1.368 -1.067
C -2.256 -1.658 -0.825
C -2.792 -1.494 0.432
C -4.162 -1.452 0.648
C -4.983 -1.676 -0.390
C -4.502 -1.876 -1.655
C -3.154 -1.850 -1.894
C 0.309 -2.367 -2.523
C -0.135 -2.154 -3.833
C 0.393 -2.844 -4.892
C 1.379 -3.775 -4.586
C 1.899 -3.997 -3.328
C 1.418 -3.197 -2.284
C -0.313 0.480 -1.571
C 0.446 1.006 -2.627
C 0.463 2.365 -2.906
C -0.335 3.278 -2.187
C -1.285 2.762 -1.292
C -1.219 1.378 -0.961
H -2.102 -1.284 1.218
H -4.631 -1.215 1.616
H -6.092 -1.661 -0.267
H -5.230 -1.913 -2.498
H -2.711 -2.033 -2.956
H -0.865 -1.376 -3.984
H 0.085 -2.655 -5.919
H 1.859 -4.148 -5.552
H 2.787 -4.630 -3.161
H 1.810 -3.311 -1.259
H 1.134 0.294 -3.073
H 1.127 2.812 -3.635
H -0.160 4.333 -2.395
H -2.035 3.422 -0.780
H -1.860 0.945 -0.210
*
```

Calculated values
- Lowest unoccupied orbital energy (spin up / spin down): 4.25 / 3.53 eV
- Expectation value of S²: 6.02
- Gap between HOMO and LUMO (spin up / spin down): 7.03 / 6.30 eV
- HOMO (spin up / spin down): -2.78 / -2.77 eV

This record from the Open Molecules 2025 dataset describes a molecular structure, C10H24IN4Y at a distorted geometry. The level of theory is wB97M-V/def2-TZVPD.

Structure (ORCA input):
```
! RIJCOSX wB97M-V def2-TZVPD def2/J DEFGRID3
* xyz 2 1
Y -2.428 -5.508 10.402
C -2.039 -7.904 12.329
C -1.876 -8.686 11.035
N -2.072 -7.828 9.762
C -3.229 -8.053 8.872
C -3.215 -7.062 7.645
N -2.671 -5.754 8.042
C -3.242 -4.468 7.551
C -2.814 -3.259 8.443
C -1.275 -3.042 8.664
N -0.655 -4.006 9.623
C -0.541 -3.615 11.047
C 0.112 -4.734 11.874
N -0.434 -6.096 11.575
C -0.962 -6.904 12.712
H -2.197 -8.528 13.239
H -2.977 -7.338 12.266
H -2.562 -9.560 10.991
H -0.835 -9.034 10.965
H -1.263 -7.855 9.196
H -4.178 -7.912 9.415
H -3.241 -9.067 8.472
H -4.199 -7.020 7.233
H -2.584 -7.490 6.833
H -1.731 -5.756 7.655
H -4.349 -4.527 7.503
H -2.949 -4.269 6.499
H -3.263 -3.358 9.452
H -3.214 -2.333 8.023
H -1.094 -2.048 9.027
H -0.701 -3.103 7.732
H 0.314 -4.120 9.359
H -1.556 -3.345 11.476
H 0.039 -2.684 11.143
H -0.033 -4.422 12.931
H 1.212 -4.652 11.755
H 0.302 -6.607 11.157
H -1.328 -6.131 13.376
H -0.092 -7.451 13.217
I -4.827 -4.767 11.712
*
```

Calculated values
- Lowest unoccupied orbital energy: -6.05 eV
- Gap between HOMO and LUMO: 9.31 eV
- Energy above the lowest of the compared OMol25 structures with the same formula, charge and spin: 0.333 eV
- HOMO: -15.36 eV

Number 1: calculated total energy -90561.1008 eV. Number 2: calculated total energy -23908.5941 eV. Number 3: calculated total energy -16123.0957 eV. Number 4: calculated total energy -117872.3342 eV. Number 5: calculated total energy -8367.3675 eV. Number 6: calculated total energy -95180.8495 eV. Number 7: calculated total energy -89243.6298 eV. Number 8: calculated total energy -100625.5128 eV. Number 9: calculated total energy -25851.9465 eV.